[1]
Molecular formula: C37H58Br4N4O5PSbSi4SnTe
Method: DFT, the ωB97M-V functional and the def2-TZVPD basis

Structure (XYZ):
```
116
Properties=species:S:1:pos:R:3
Te -1.2569 -3.7634 0.1712
Sb -1.2417 2.4837 -2.4766
Sn -0.3115 -0.8367 -0.2140
Br 1.6688 -1.0482 -5.0363
Br 1.4676 0.5968 6.7455
Br -2.3304 2.9489 3.3225
Br 6.1316 -3.1603 -2.2640
P -2.9106 -2.7680 1.5843
Si -2.7915 2.0532 -4.4721
Si -0.1483 4.5607 -3.4916
Si 2.9625 2.3923 0.5388
Si -2.9879 3.5743 -0.9745
O -3.9493 -3.9252 2.0598
O -3.6666 -1.5932 1.0683
O 0.5217 -0.9462 -2.1600
O -2.1761 -2.4739 2.9687
O -0.2180 2.2603 1.1817
N -2.3570 -0.9152 -2.2589
N 2.3028 1.1013 1.5227
N 1.7253 -1.4238 0.1194
N -3.4827 -1.2114 -1.5913
C 2.8292 1.9125 -1.2645
C -2.1661 4.7888 0.1911
C -2.3493 -1.7235 -3.3081
C -1.8236 0.9891 -5.6830
C 3.8011 -2.0379 -3.4094
C 4.3684 -2.4109 -2.2164
C -0.2280 1.7666 4.8003
C 3.4589 -2.5268 1.4137
C 3.1975 0.3709 4.0270
C 0.8337 3.9420 -4.9863
C 2.2241 4.0515 0.9542
C 3.7129 -2.2634 -0.9854
C -3.4911 -2.5459 -3.3259
C -3.7440 2.1789 0.0140
C 0.1543 1.9415 2.3466
C 2.4892 -1.5367 -3.3902
C 4.1232 -2.8305 0.2942
C -6.2044 -3.6016 1.2099
C -4.1786 -2.1979 -2.1831
C -1.2404 6.0037 -4.0706
C 0.9945 1.1604 4.9770
C 1.4375 1.3196 2.6141
C -4.3224 1.1085 -3.9147
C -2.8204 -1.6403 3.9511
C 4.8052 2.5497 0.9409
C -1.8220 -1.3943 5.0567
C 2.4389 -1.6711 -0.9983
C 1.7675 -1.3702 -2.2259
C 1.0731 5.3489 -2.3010
C 2.4263 -1.4256 1.3864
C 3.8585 -0.0832 2.9620
C 3.1633 -0.0751 1.6245
C -3.4515 3.5312 -5.4511
C -4.9012 -4.3658 1.0860
C -4.3845 4.4810 -1.8727
C 1.8528 0.9339 3.8904
C -0.6159 2.1454 3.5259
H 3.6476 0.3558 5.0117
H -2.7356 4.3426 -5.5748
H -0.8898 1.9295 5.6395
H 3.9028 -0.0159 0.8188
H -1.4893 5.9214 -5.1305
H 3.6892 -3.0178 2.3519
H -1.3092 0.1788 -5.1635
H 5.2692 3.3316 0.3305
H -2.9239 5.2527 0.8318
H -0.9524 -0.8644 4.6706
H 1.1496 4.0544 0.7761
H -5.0869 4.8627 -1.1234
H -3.7115 -2.1562 4.3214
H -4.2806 1.4753 -0.6297
H 2.3970 4.2757 2.0116
H -6.9313 -3.9748 0.4826
H -1.6361 5.5835 -0.3425
H -1.4563 4.2570 0.8314
H 1.8605 4.6555 -2.0069
H 4.9390 2.8115 1.9941
H -4.0947 0.0614 -3.7118
H -2.1752 6.0818 -3.5121
H -0.6882 6.9390 -3.9320
H 0.2508 4.0407 -5.9071
H -6.6240 -3.7207 2.2107
H -5.0832 -2.5827 -1.7401
H -4.4507 2.5761 0.7502
H -3.7548 -3.3037 -4.0442
H 4.3342 -2.1380 -4.3425
H -1.4896 -2.3398 5.4899
H 4.8674 -0.4702 3.0490
H -2.9586 1.6392 0.5514
H -1.0653 1.5799 -6.2053
H -4.7641 1.5338 -3.0111
H -6.0267 -2.5411 1.0321
H -5.0484 -5.4325 1.2654
H -2.4956 0.5551 -6.4315
H 2.7099 4.8315 0.3633
H -5.0757 1.1497 -4.7101
H -4.0238 5.3272 -2.4627
H 4.9141 -3.5707 0.2990
H 1.5350 6.1990 -2.8160
H 1.8031 1.6405 -1.5277
H 3.1468 2.7255 -1.9260
H 3.4645 1.0475 -1.4834
H -4.3471 3.9423 -4.9785
H -1.5120 -1.6867 -3.9891
H 1.7573 4.5165 -5.1094
H 5.3485 1.6195 0.7556
H -4.9357 3.8171 -2.5424
H -3.7286 3.1689 -6.4478
H 0.5952 5.7140 -1.3899
H -3.5639 -0.9379 -0.6129
H -2.2721 -0.7867 5.8452
H 1.6958 -1.5582 2.1911
H 1.1082 2.8899 -4.8778
H -4.4775 -4.2585 0.0820
H -3.1260 -0.7062 3.4761
```

Summary:
2S+1 = 1
molar mass = 1469.899 g mol⁻¹
charge = -2
ΔE to the lowest compared entry with this formula, charge and spin = 0.00 kJ/mol
orbital gap = 0.21500 Eh

Results of the Mulliken charge analysis, in e, for atoms 1 through 2: -0.521 -0.998

***

[2]
Molecular formula: C24H25NO12Sr
Method: DFT, the ωB97M-V functional and the def2-TZVPD basis

Structure (XYZ):
```
63
Properties=species:S:1:pos:R:3
Sr -0.7523 0.2143 -0.3250
O 0.6461 -1.8843 -0.4138
O 0.3027 1.2831 -2.2366
O -1.8317 0.6193 -7.1680
O -3.0421 -0.3506 0.7194
O 0.2199 2.4055 -6.7499
O 5.6152 -2.0896 -2.8052
O 0.8163 -2.8039 6.6497
O -0.3995 -0.6230 1.8853
O 0.6747 2.0037 0.7188
O -0.1366 -0.2504 6.4873
O -1.8311 -0.4093 -2.6199
O 0.6338 -3.1374 2.0188
N -2.1068 2.3668 0.5167
C -3.4712 0.6301 1.6413
C 1.8911 -1.8022 -0.9773
C -1.7864 -0.0366 -4.9332
C 0.1327 2.0368 -4.4553
C 4.2209 -2.4425 -0.9256
C 2.9696 -2.3947 -0.3244
C 0.4846 -2.3526 5.5625
C 0.4476 -2.5221 3.1103
C 0.0377 -0.8892 5.4704
C -3.2789 -1.6671 1.2010
C -1.3426 2.8399 1.6978
C 0.0997 3.1285 1.3215
C 2.0457 -1.3380 -2.2771
C 3.2931 -1.4252 -2.8867
C -0.2049 -0.3448 4.1855
C -1.3276 0.7156 -6.0576
C -1.3384 0.1683 -3.6414
C 4.3701 -1.9966 -2.2244
C -3.4524 1.9944 0.9834
C 2.0753 2.1560 0.4882
C -0.1900 1.1900 -3.4082
C -0.0739 -1.0808 3.0291
C -0.2458 1.7757 -5.8073
C 0.6557 -3.0734 4.3448
H 2.8239 -2.8772 0.6336
H 0.6074 3.4475 2.2418
H -0.4776 0.6926 4.0212
H -4.3596 -1.8422 1.2501
H -4.1763 2.0267 0.1707
H -4.4876 0.3972 1.9863
H -2.5660 -0.7605 -5.1382
H -3.8146 2.6517 1.7931
H 3.3665 -0.9963 -3.8820
H -2.1965 3.0824 -0.1953
H 2.4661 3.0964 0.8754
H 0.9442 2.7167 -4.2121
H 1.1572 -1.0163 -2.8015
H 0.1294 4.0033 0.6520
H 1.0783 -4.0697 4.3916
H -2.8193 0.5792 2.5224
H -1.3327 2.0389 2.4334
H 2.2635 2.1521 -0.5900
H -2.8962 -2.3639 0.4565
H -2.7649 -1.8237 2.1498
H 5.0669 -2.8563 -0.3924
H 0.7135 -2.3372 0.5134
H -1.8259 3.7562 2.0515
H 5.6829 -1.6071 -3.6329
H 2.5966 1.2954 0.9066
```

Summary:
2S+1 = 1
molar mass = 607.079 g mol⁻¹
charge = -2
orbital gap = 0.21516 Eh

Results of the Mulliken charge analysis, in e, for atoms 1 through 2: 1.768 -0.532

***

[3]
Molecular formula: C8H12N
Method: DFT, the ωB97M-V functional and the def2-TZVPD basis

Structure (XYZ):
```
21
Properties=species:S:1:pos:R:3
N -0.9919 0.8474 -0.3363
C 1.5550 -0.1107 1.4004
C 1.5605 -2.4537 -1.0894
C 0.2581 1.2554 -0.2777
C -1.6669 -0.0322 0.4591
C 1.3847 -2.1184 0.1682
C 1.2330 -1.5430 1.3615
C 1.3062 0.9478 0.5846
C -1.9083 1.6537 -1.1839
H -2.6202 0.9990 -1.6486
H 2.2750 0.1213 2.3014
H 2.0125 1.7623 0.6853
H -2.5293 2.2483 -0.5027
H 1.0063 -1.9668 2.3565
H -2.8099 0.1540 0.2671
H 0.7554 -2.3944 -1.8502
H -1.3025 2.1443 -1.9641
H -1.3940 -1.0722 0.2377
H -1.2777 0.1651 1.4275
H 0.4994 2.0384 -0.9756
H 2.6547 -2.6456 -1.4209
```

Summary:
2S+1 = 1
molar mass = 122.191 g mol⁻¹
SMILES string = C=C=C/C=C\C=[N+](C)C
charge = +1
ΔE to the lowest compared entry with this formula, charge and spin = 129.93 kJ/mol
orbital gap = 0.30690 Eh

Results of the Mulliken charge analysis, in e, for atoms 1 through 2: 0.088 -0.047

***

[4]
Molecular formula: C27H29N3O2
Method: DFT, the ωB97M-V functional and the def2-TZVPD basis

Structure (XYZ):
```
61
Properties=species:S:1:pos:R:3
O 2.2821 -0.4343 -2.2589
O 3.3924 2.1743 -2.4080
N 7.5038 6.9155 -4.7364
N -2.0644 -0.5283 1.0715
N 0.4397 0.4587 0.1575
C 4.2878 3.1018 -2.8241
C 3.8291 3.9880 -3.8051
C -1.1066 -1.3996 0.4190
C -1.7647 -2.3942 5.1965
C -0.2800 -0.5773 -0.5629
C -4.8938 -2.9322 1.4255
C 4.6523 4.9707 -4.3012
C -0.5137 1.3173 0.8347
C 6.4203 4.2077 -2.8484
C -2.3606 -1.6199 4.2165
C 3.7674 1.2533 -1.3999
C -1.3500 0.4917 1.8084
C 5.5925 3.2206 -2.3502
C -1.4778 -4.1656 3.6138
C -3.1005 -1.2094 1.8484
C -2.5232 -2.1064 2.9248
C -1.3185 -3.6694 4.8966
C 5.9610 5.0895 -3.8244
C -4.0768 -1.9209 0.9348
C 1.3417 1.2084 -0.6920
C -2.0739 -3.3906 2.6353
C -5.1392 -2.1519 -1.2143
C 6.8121 6.0968 -4.3282
C -5.8131 -3.5563 0.6008
C 2.5473 0.3584 -1.1299
C -5.9338 -3.1739 -0.7240
C -4.2223 -1.5259 -0.3890
H -3.6668 -0.4070 2.3454
H -6.4385 -4.3437 0.9960
H -0.6806 0.0585 2.5717
H 4.0626 1.7777 -0.4834
H -0.9520 -0.1362 -1.3213
H -3.6107 -0.7199 -0.7629
H -1.6440 -2.1793 -0.1229
H -6.6486 -3.6645 -1.3682
H 1.7096 2.0585 -0.1126
H 7.4317 4.2987 -2.4807
H 0.8376 1.6053 -1.5923
H -0.8528 -4.2755 5.6597
H -2.2057 -3.7922 1.6413
H -1.6498 -2.0008 6.1962
H -1.1902 1.8158 0.1173
H 2.8160 3.8809 -4.1592
H 4.2950 5.6532 -5.0576
H 0.0332 2.0848 1.3885
H -4.8114 -3.2331 2.4602
H -0.4222 -1.8722 1.1433
H -1.1363 -5.1620 3.3733
H 4.6008 0.6293 -1.7479
H 0.4395 -1.2220 -1.0670
H -2.0711 1.1467 2.3044
H -2.7107 -0.6262 4.4604
H 2.7938 -0.3415 -0.3258
H 2.1203 0.1591 -3.0033
H -5.2366 -1.8382 -2.2437
H 5.9714 2.5493 -1.5963
```

Summary:
2S+1 = 1
molar mass = 427.548 g mol⁻¹
SMILES string = N#Cc1ccc(OC[C@H](O)CN2CCN(C(c3ccccc3)c3ccccc3)CC2)cc1
charge = 0
ΔE to the lowest compared entry with this formula, charge and spin = 279.49 kJ/mol
orbital gap = 0.33856 Eh

Results of the Mulliken charge analysis, in e, for atoms 1 through 2: -0.623 -0.165

***

[5]
Molecular formula: C21H21CeClN2P
Method: DFT, the ωB97M-V functional and the def2-TZVPD basis

Structure (XYZ):
```
47
Properties=species:S:1:pos:R:3
Ce 1.0013 -1.0463 2.0832
Cl 0.2916 1.1306 3.1738
P 0.3624 0.6310 -0.0943
N -2.5432 -3.2367 3.2818
N -0.6995 -2.0262 3.1996
C 3.0342 -0.5617 -0.1581
C 0.7725 4.6417 0.5323
C -1.0852 -0.2026 -0.8070
C 2.1424 0.5417 -2.1576
C -1.9773 -1.7403 -2.4378
C 3.3802 0.3829 -2.7597
C 0.1624 2.4156 -0.2355
C -3.2489 -1.6056 -1.8657
C 4.2908 -0.5866 -0.7539
C -1.4682 -4.1292 3.2156
C 1.9791 0.1125 -0.8219
C -2.3676 -0.0788 -0.2142
C -0.8463 2.9638 -1.0420
C -0.2484 5.1869 -0.2630
C -3.4388 -0.7881 -0.7487
C 0.9727 3.2688 0.5498
C -1.0495 4.3425 -1.0477
C -0.3244 -3.3948 3.2005
C -0.8916 -1.0688 -1.8905
C 4.4631 -0.1318 -2.0543
C -2.0379 -1.9798 3.3137
H 2.9546 -1.1957 0.7753
H 1.0902 -2.3481 0.2590
H 1.2804 0.9811 -2.6881
H -3.5226 -3.4476 3.4120
H 0.7229 -3.6489 3.2260
H 0.2629 -2.3028 0.5077
H -2.6016 -1.0674 3.4154
H -0.3996 6.2593 -0.2949
H -4.0802 -2.1330 -2.3123
H 5.1344 -0.9676 -0.1843
H 0.1320 -1.1942 -2.2686
H 3.4996 0.6952 -3.7871
H -1.4658 2.2894 -1.6402
H -4.4354 -0.6998 -0.3099
H 1.7276 2.8303 1.2057
H -2.5002 0.5669 0.6627
H -1.8391 4.7562 -1.6823
H 5.4442 -0.1668 -2.5131
H -1.6193 -5.1884 3.2016
H 1.4060 5.2948 1.1365
H -1.8167 -2.3536 -3.3195
```

Summary:
2S+1 = 2
molar mass = 507.956 g mol⁻¹
charge = +2
ΔE to the lowest compared entry with this formula, charge and spin = 0.00 kJ/mol
orbital gap (spin up / spin down) = 0.25286 / 0.25355 Eh

Results of the Mulliken charge analysis, in e, for atoms 1 through 2: 1.046 -0.330

***

[6]
Molecular formula: C2H2NO4
Method: DFT, the ωB97M-V functional and the def2-TZVPD basis

Structure (XYZ):
```
9
Properties=species:S:1:pos:R:3
O -4.4902 -0.2397 -0.0570
O 0.6127 1.4506 -0.3653
O -2.2270 -0.6327 0.2941
O -1.3613 2.2503 0.3401
N -3.3729 0.0678 -0.3941
C -1.0709 -0.0623 -0.0356
C -0.7077 1.2600 0.0040
H 0.9244 0.5452 -0.2664
H -0.2313 -0.8947 -0.1214
```

Summary:
2S+1 = 1
molar mass = 104.041 g mol⁻¹
SMILES string = O=NO/C=C(\[O-])O
charge = -1
ΔE to the lowest compared entry with this formula, charge and spin = 557.66 kJ/mol
orbital gap (spin up / spin down) = 0.23958 / 0.23947 Eh

Results of the Mulliken charge analysis, in e, for atoms 1 through 2: -0.385 -0.475

***

Q: Which value of molar mass does entry 1 give?
A: 1469.899 g mol⁻¹